1.
ORCA calculation (wB97M-V/def2-TZVPD) on a structure of composition C34H73AsF3IO13P.

Geometry as XYZ:
```
126
Properties=species:S:1:pos:R:3:forces:R:3
H -11.69708 6.45153 4.93140 0.0043 0.0215 0.0058
O 5.20736 -0.50331 -5.43296 -0.0089 -0.0050 -0.0037
H 9.79414 5.34609 1.65460 -0.0030 0.0119 -0.0188
H 8.39209 3.94815 3.92521 -0.0070 0.0091 0.0076
H 2.07733 -0.73421 -2.78408 0.0809 -0.0233 -0.0924
H 9.49230 3.13825 5.06308 0.0005 -0.0150 0.0148
C 4.67656 -6.03380 -5.73682 0.0297 0.0182 -0.0281
F 5.70695 -0.81526 -0.23527 -0.3822 0.1375 0.2451
H 0.70916 -0.05659 0.53497 -0.1613 -0.0384 -0.0510
C -5.30816 2.60453 2.91523 -0.0645 -0.0006 -0.0623
C -9.26579 5.63741 2.88712 0.0326 0.1255 0.0140
C -8.32651 0.65948 -0.45071 0.3536 -0.1428 0.0961
H -10.24350 5.28872 1.00622 -0.0111 0.0240 -0.0050
C -6.47645 -0.53729 1.24411 -0.0811 0.1197 -0.1221
H 1.45397 0.27231 -1.48060 -0.0274 0.1067 0.0197
C -11.97212 3.94929 2.03959 0.0231 -0.0263 0.0195
H -5.94571 2.64181 6.13295 -0.0123 -0.0092 -0.0008
H 5.94133 -0.94300 -2.91873 -0.0163 0.0007 0.0167
H 5.41189 -6.05451 -3.43440 -0.0196 -0.0017 0.0094
H 0.28734 -2.10487 -2.25353 -0.1604 -0.0091 -0.0416
C -10.78996 5.90316 4.68246 -0.0057 0.0053 -0.0078
H -3.68200 -3.42364 -0.48760 -0.1170 0.0045 -0.1066
H -3.44944 1.55653 2.73880 -0.2411 0.1019 0.1035
H -6.84972 3.60490 4.94549 0.0048 0.0219 -0.0161
H 1.29596 -2.61689 -0.89718 -0.0210 -0.1081 0.0940
H -5.69959 3.62177 2.79774 -0.0147 0.0282 0.0082
F 4.37184 -1.20957 1.44038 0.0944 0.4320 -0.5256
H 4.60405 -6.04632 -6.82323 0.0072 0.0186 -0.0066
O 5.46867 -8.67530 -3.97918 -0.0150 0.0199 -0.0116
C 7.90993 1.82228 2.50714 0.0524 -0.1159 0.0827
O 8.89396 1.96860 3.52371 0.0183 0.0683 -0.0209
H 10.39592 4.12861 0.51050 0.0139 -0.0232 0.0075
H -3.56991 -3.84401 1.78290 -0.1072 0.0080 0.0892
H -7.66344 0.24465 2.84042 -0.0128 -0.0166 0.1085
H -5.80286 1.95736 2.18910 -0.0503 0.0374 -0.0301
H 5.43596 1.39585 -4.77918 -0.0169 0.0074 -0.0124
H 7.61322 -0.99201 -2.31657 0.0183 -0.0136 0.0008
H -0.23960 -2.01113 1.10164 -0.1495 0.0476 0.0481
H 5.19014 -2.14694 -6.62891 0.0236 -0.0115 0.0011
O 3.06383 -0.94639 -1.00375 0.0661 -0.1806 0.1210
H -12.20306 3.81889 0.97634 -0.0006 0.0283 -0.0090
As -0.50788 -0.93354 -0.03423 0.7495 -0.2459 -0.5253
H 2.78590 0.58273 0.34981 -0.0506 0.1508 0.0628
H -5.74675 -0.98587 1.89788 0.0872 -0.0282 0.0574
C 6.82640 -1.57013 -2.79746 0.0209 -0.0193 -0.0633
C 6.33206 -2.58596 -4.87950 0.1865 -0.1231 0.0147
C -3.82682 2.57903 2.62811 -0.2241 0.4761 0.7915
H 6.96334 2.27036 2.82063 -0.0210 0.0037 0.0055
C -9.74186 4.71421 1.79106 0.0703 -0.1752 -0.0217
H -4.55364 -0.55158 -1.35288 0.0833 0.0325 -0.0814
H -1.64225 -2.87348 -1.29604 0.2053 -0.0493 -0.0148
C -3.21579 -2.60199 0.07749 -0.0117 0.0071 -0.1270
H -8.76667 5.05416 3.66710 0.0202 -0.0139 0.0047
H -10.04963 6.06997 5.47302 0.0079 -0.0275 -0.0049
C 0.79922 -1.76250 -1.35583 0.0795 0.1175 0.0373
H -7.09294 -0.08371 -2.04785 -0.0124 0.0177 -0.1035
H -12.26608 4.95633 2.34728 -0.0089 0.0049 -0.0003
H -9.02823 1.13063 -1.12360 -0.1124 0.0316 -0.0310
O 7.32884 -2.01460 -4.04932 -0.0397 0.0527 0.0280
H 9.30924 1.98042 0.89198 0.0144 -0.0132 -0.0100
C -7.55978 0.15334 1.76881 -0.2617 0.1238 -0.2155
H 4.58499 -9.85062 -5.36776 -0.0024 -0.0173 0.0138
C 9.82552 4.27995 1.43456 -0.0201 -0.0013 0.0163
C -2.09721 -2.02850 -0.77708 -0.0448 0.0004 0.0247
H 4.08411 -6.85592 -5.32813 -0.0105 -0.0022 0.0015
H 6.22386 1.06534 -6.33666 0.0227 -0.0170 0.0033
H 6.75335 -1.31320 -6.54986 0.0146 0.0083 -0.0172
C -5.05722 -1.27037 -0.69790 -0.0411 0.1305 0.0055
H -2.60582 2.30389 1.10811 0.4292 -0.2142 -0.4097
C 5.54939 -9.37264 -5.20466 -0.0122 0.0129 -0.0040
C -6.28695 -0.61322 -0.13250 -0.3364 0.1960 0.0571
H 7.61253 2.21167 0.43432 0.0000 -0.0050 0.0108
C 6.00511 0.65814 -5.34200 0.0115 -0.0036 0.0342
H 7.74155 0.75299 2.35949 -0.0206 0.0070 -0.0028
H -5.10127 3.87664 5.17228 0.0054 -0.0049 0.0081
H 3.90711 0.93733 -1.00912 0.0614 0.2163 0.0295
C 5.88607 -1.62922 -5.96038 -0.1282 0.0408 -0.0279
H -12.54262 3.22017 2.61257 0.0007 -0.0202 -0.0100
C 4.70182 -0.28265 0.51352 0.8269 -0.4103 0.6650
O -10.60374 3.70528 2.29532 -0.0482 0.0347 -0.0009
H -5.33996 -2.12801 -1.32080 0.0070 -0.1584 -0.0083
C 8.36031 2.43064 1.20111 -0.0515 0.0513 -0.1011
H 6.94632 0.46091 -4.82224 0.0055 0.0112 -0.0058
O 6.04732 -6.16471 -5.40642 -0.0700 -0.0525 0.0117
C 6.58043 -7.83199 -3.72643 -0.0229 -0.0879 0.0559
H 7.44316 -8.15337 -4.31905 0.0250 -0.0024 -0.0023
H 6.76231 -3.47588 -5.35146 -0.0524 -0.0117 -0.0077
H 5.47133 -2.90274 -4.28102 -0.0306 0.0192 0.0004
H -3.67814 2.88624 1.58712 -0.8518 0.4912 0.3292
H 6.83853 -7.93123 -2.66786 -0.0010 0.0055 -0.0066
H -2.52091 -1.38582 -1.55197 -0.0175 0.0288 -0.1057
H 10.33212 3.76077 2.25273 0.0140 0.0026 -0.0023
H -3.06183 2.15974 5.06946 -0.1247 0.0014 0.0773
O -3.09206 3.47166 3.45183 -0.3220 0.1626 -0.2975
O -10.32788 6.39832 3.44168 -0.0387 -0.0325 -0.0117
C 8.61003 3.00736 4.43784 0.0101 -0.0172 -0.0045
C 3.54260 0.16998 -0.32067 -0.2170 -0.2180 -0.1711
H -8.87403 4.21664 1.34667 -0.0072 0.0021 -0.0035
H -2.00736 3.58998 5.15928 -0.0391 0.1220 0.0652
O -5.61581 2.10717 4.21092 0.0002 0.0023 -0.0524
P -2.00494 0.26422 1.51224 0.0205 -0.0284 -0.0822
H -8.53701 6.33883 2.46994 0.0041 -0.0141 0.0057
C -2.79701 -3.16773 1.41858 -0.0868 -0.2925 -0.0178
H 5.76018 -8.69879 -6.03924 0.0047 -0.0085 -0.0081
O -2.17114 1.62673 0.58016 0.6054 -0.5330 -0.2355
H 4.27137 -5.08577 -5.36686 -0.0119 -0.0101 0.0266
I -0.26068 1.03259 3.13485 2.1818 -1.7254 -1.2850
C -7.23311 -0.02628 -0.97630 0.0026 0.0751 0.3620
H -1.87514 -3.73363 1.31733 0.1354 0.0111 0.0582
H -11.01940 4.83579 4.63027 0.0019 -0.0045 0.0107
C -2.39842 2.81609 4.49973 -0.3138 0.3445 0.6107
H 6.32427 -10.14734 -5.16719 0.0166 0.0193 -0.0121
H -1.56315 2.22455 4.11079 -1.3392 1.0974 0.9139
C 1.83683 -0.72784 -1.71855 -0.0012 0.1255 -0.1252
H -0.79264 0.22572 -1.12580 -0.0759 -0.1173 0.0962
F 5.26988 0.75558 1.19355 -0.3684 -0.1973 -0.2982
H -9.31312 1.32706 1.34453 -0.0695 0.0454 0.0345
C -5.88834 3.11738 5.15467 0.0636 0.0020 0.0007
C -8.48526 0.76877 0.92984 0.1923 -0.2168 -0.1327
H 7.13435 -5.77262 -3.72881 -0.0144 0.0021 0.0224
H -2.66327 -2.38180 2.15586 0.1484 0.0928 0.0096
C 6.27413 -6.38284 -4.02212 0.0993 0.1444 -0.0615
H 7.76006 2.74729 5.07847 -0.0181 0.0174 -0.0164
O 8.49199 3.84302 1.28615 0.0153 0.0029 0.0340
O -4.24199 -1.65496 0.36444 0.0217 -0.0894 0.1816
H 6.56884 -2.41769 -2.15620 -0.0374 0.0006 0.0076
```
Forces are in eV/Å.

Calculated values
- total charge = -1
- DFT total energy (eV) = -149430.934
- lowest unoccupied orbital energy (eV) = 2.18


2.
ORCA calculation (wB97M-V/def2-TZVPD) on a structure of composition C22H30ClNOS.

Geometry as XYZ:
```
56
Properties=species:S:1:pos:R:3:forces:R:3
H -4.64322 2.90192 0.14752 0.9138 -1.5376 -1.4244
C 4.03203 1.63126 0.52950 0.5740 -4.3202 -0.7912
H -2.55994 0.84745 -2.38620 -3.0261 4.0773 -5.2257
H -0.64250 2.99728 0.86205 1.0980 -1.8495 0.8208
H -3.27162 2.72765 -1.13990 -0.5706 -0.6952 1.8243
H -1.64983 -3.61762 2.01244 1.7415 1.7575 -2.1808
H -1.75589 -0.72203 -1.99287 -0.9404 -0.6750 -1.3925
H -0.40902 1.77329 2.39188 0.1541 0.7605 -3.1387
H 5.12190 1.21295 0.45009 -1.7020 1.7579 -0.2719
H -2.77475 0.42219 2.00838 1.3132 2.5723 -1.3804
H 3.81926 0.20314 2.43418 0.5497 0.2388 -1.5633
H -0.04984 0.70147 -1.17320 3.9486 -1.5603 -1.1870
C 2.01303 0.83691 1.77182 -0.2117 0.9308 0.7497
C -0.24700 1.92786 1.15656 -0.5116 2.4621 3.6490
H -2.61691 2.40523 1.35561 -0.1102 -3.1982 -0.1769
C 2.47494 -1.45953 -1.60477 0.0896 1.3152 -1.0330
C 1.89428 2.48047 0.22440 7.4757 7.2501 -13.5715
H 1.47803 0.42127 2.66220 0.6993 -0.0624 -1.0891
C 1.27963 1.82991 1.01372 -7.3680 -7.0814 7.2464
C -5.04012 0.41408 0.89988 1.6307 -1.5875 -6.1140
C 3.34964 0.71235 1.55570 -0.0555 2.1974 0.5658
C -1.01775 0.80988 -0.99600 -5.4526 8.8051 1.7145
H -4.69004 -0.53690 1.22805 -1.0395 -1.3941 0.6363
H -2.42018 -1.74271 1.19347 -1.6698 0.5715 -0.9598
O -3.33422 -0.12388 -0.73357 2.9184 -4.7381 -5.6761
H -0.70282 -0.25678 2.27471 -0.2286 -1.2685 -2.6976
H -1.46466 -5.21864 -0.01135 -0.7655 -0.3111 0.3356
C 1.20396 -3.07140 -0.03077 -6.1597 0.2076 -4.5348
C -0.72198 -0.46732 1.06883 1.6517 0.5011 2.6936
C -1.24722 0.97175 0.54234 6.4325 -4.8936 -1.0469
C -2.49852 1.21274 1.10126 -6.0678 0.3010 2.4828
H 0.39304 -0.69707 0.81407 -1.9059 0.8013 0.1663
C -0.73982 -4.54509 -0.39178 -3.0514 -5.3545 -10.9019
H -5.71787 0.35303 -0.22705 1.1807 -0.0856 4.2269
H 2.98360 -0.84191 -2.46967 -1.3194 -1.4180 2.0950
C -1.50120 -1.71469 0.66582 1.3918 -1.4378 6.6978
H -1.15655 -3.79453 -1.19051 0.1577 -1.5167 1.3218
C -2.16360 0.24532 -1.77828 2.4087 -5.3785 8.2234
H -1.07045 2.16118 -1.19086 0.0933 -3.7459 -0.2384
H -5.33159 1.03269 1.70538 -0.3351 0.9707 0.3001
C 2.97075 -1.79370 -0.37272 11.7743 7.8942 -6.6535
Cl 1.03519 3.65010 -1.01912 0.3572 -0.4242 1.2045
H 4.17560 -1.64330 -0.09845 -3.4122 0.1476 -0.8789
N -0.91306 -2.98438 1.47165 0.2670 0.1580 -1.5577
H 3.59103 2.94457 -1.02090 3.3344 6.5742 -6.4664
S 0.88657 -2.12140 -1.66563 0.6496 -1.2818 0.6826
H -4.65007 2.07150 -1.55313 -1.0355 -0.7519 0.8755
C 0.01339 -3.91181 0.41844 7.2173 7.2856 14.2393
C 2.34083 -2.57764 0.32215 -2.2938 -9.4682 12.9978
C 3.27237 2.28687 -0.47263 -4.1712 -6.9216 12.9437
H 0.51974 -4.34410 1.46793 -1.0438 -0.4577 -3.0679
H 2.77132 -3.11715 1.48888 -1.0858 1.9372 -3.6412
C -3.64733 0.74299 0.11268 -3.4160 9.7304 4.0208
H 0.04439 -5.17792 -1.05367 -1.9803 0.7968 0.9129
C -4.12626 2.14669 -0.58037 1.5428 2.0308 -1.2555
H -1.37103 -1.91202 -0.30816 -0.6360 -0.6178 -3.5105
```
Forces are in eV/Å.

Calculated values
- energy above the lowest of the compared OMol25 structures with the same formula, charge and spin (kcal/mol) = 425.86
- DFT total energy (eV) = -50178.017
- lowest unoccupied orbital energy (eV) = 0.28


3.
ORCA calculation (wB97M-V/def2-TZVPD) on a cluster of 2 separate species, C3H12N2OS in total.

Geometry as XYZ:
```
19
Properties=species:S:1:pos:R:3:forces:R:3
H -1.51141 -0.74576 2.50270 1.1611 0.6594 2.4788
N -0.30133 -0.34986 -1.30328 1.3787 0.6510 0.9991
H -0.48309 -1.29488 -0.91465 -0.5559 1.2250 -0.2928
H 3.39630 -1.37953 1.49998 0.0731 0.6427 -0.2096
C -1.44596 0.57136 -1.57125 1.5838 -0.8773 -0.2857
H -3.03480 1.32429 -0.47130 1.0476 -0.2391 -0.0609
N -2.00117 1.27311 -0.46646 -1.3561 0.7188 1.1966
H 1.21610 1.12217 -1.12792 -0.2155 -0.2960 0.1466
H 0.47983 0.78258 0.49612 0.8841 -1.5244 -1.9090
H -0.48653 -1.03759 3.72638 -0.2031 -0.0373 -0.4114
O -1.17702 -0.43538 3.42246 -0.9526 -0.5629 -2.1068
C 0.84056 0.26978 -0.52833 -0.7454 1.0472 0.2488
C 1.99312 -0.75302 -0.33355 -0.6940 1.4608 1.8138
H -1.14764 1.28153 -2.34455 0.4871 -0.1306 -0.1070
H -1.66863 2.23220 -0.37236 0.0023 -0.4516 -0.0773
S 3.30795 -0.17596 0.86447 -0.6771 -0.6484 0.5271
H 2.66522 -0.99244 -1.10109 -0.2445 -0.2716 -1.9652
H -2.14979 -0.07114 -2.03209 -1.0803 -0.4972 -0.3493
H 1.50831 -1.62147 0.05471 0.1065 -0.8683 0.3642
```
Forces are in eV/Å.

Calculated values
- energy above the lowest of the compared OMol25 structures with the same formula, charge and spin (kcal/mol) = 33.77
- DFT total energy (eV) = -19167.276
- lowest unoccupied orbital energy (eV) = 0.66
- structure (SMILES) = NCNCCS.O


no.,strongest force on any atom (eV Å⁻¹),frontier orbital gap (eV)
1,3.06,6.04
2,17.55,8.67
3,2.82,9.61